#1
Density functional theory data (the ωB97M-V functional and the def2-TZVPD basis) for 2 unconnected molecules or ions with the total composition C2H11N2O.

Properties
* net charge: +1
* LUMO: -0.1340 Eh
* HOMO-LUMO gap: 9.748 eV

Geometry (Å):
N -2.137 -0.536 1.880
H -1.380 0.179 1.498
H -3.006 -0.051 2.088
H -2.298 -1.288 1.215
H -1.718 -0.916 2.729
C 1.814 0.039 -1.977
N 0.884 0.727 -1.080
C 0.502 -0.021 0.066
O -0.167 0.882 1.011
H 2.727 -0.209 -1.435
H 2.081 0.740 -2.766
H 1.405 -0.869 -2.434
H 0.070 0.964 -1.640
H -0.215 -0.829 -0.175
H 1.374 -0.486 0.533
H 0.065 1.676 0.487

***

#2
Density functional theory data (the ωB97M-V functional and the def2-TZVPD basis) for 2 unconnected molecules or ions with the total composition C2H11N2O.

Properties
* net charge: +1
* LUMO: -0.1172 Eh
* HOMO-LUMO gap: 11.156 eV

Geometry (Å):
C -0.761 -1.987 0.145
N -1.351 -0.694 -0.334
H 0.314 -1.844 0.188
H -1.173 -2.213 1.124
H -1.083 -2.820 -0.485
H -2.363 -0.685 -0.194
H -1.237 -0.576 -1.339
H -0.955 0.146 0.198
N 0.024 1.588 0.490
C 1.207 1.342 -0.371
O 1.874 0.266 0.247
H 0.285 1.297 1.424
H -0.326 2.536 0.466
H 0.898 1.022 -1.373
H 1.819 2.241 -0.362
H 2.829 0.382 0.177

***

Which structure is the most stable? The one labeled #2.

***

#1
Density functional theory data (the ωB97M-V functional and the def2-TZVPD basis) for 8 unconnected molecules or ions with the total composition ClH14O7.

Properties
* net charge: -1
* LUMO: 0.1118 Eh
* HOMO-LUMO gap: 9.578 eV

Geometry (Å):
Cl -13.868 13.361 1.754
O -16.454 15.922 2.645
H -16.959 16.503 2.076
H -15.823 15.502 2.061
O -16.191 13.393 -0.492
H -16.550 14.212 -0.151
H -15.503 13.156 0.129
O -16.052 10.821 1.691
H -16.965 11.094 1.599
H -15.552 11.636 1.649
O -12.031 14.156 -0.552
H -12.327 13.658 0.210
H -12.763 14.111 -1.167
O -12.110 10.123 2.186
H -12.886 9.575 2.063
H -12.348 10.965 1.798
O -16.003 13.104 4.681
H -15.420 13.006 3.929
H -16.858 12.814 4.361
O -12.548 14.663 4.448
H -12.130 13.826 4.648
H -13.140 14.469 3.722

***

#2
Density functional theory data (the ωB97M-V functional and the def2-TZVPD basis) for 8 unconnected molecules or ions with the total composition ClH14O7.

Properties
* net charge: -1
* LUMO: 0.1243 Eh
* HOMO-LUMO gap: 10.160 eV

Geometry (Å):
Cl -0.311 0.004 -0.178
O -0.458 3.357 -0.218
H -0.493 2.416 0.028
H 0.287 3.698 0.289
O -3.273 0.823 1.002
H -2.330 0.749 0.750
H -3.293 1.527 1.657
O 2.384 -1.358 -1.201
H 3.016 -0.690 -1.487
H 1.590 -0.846 -0.919
O 0.360 0.128 -3.509
H -0.295 0.090 -2.796
H 1.104 -0.372 -3.155
O -1.441 -3.129 -0.601
H -0.827 -2.378 -0.680
H -1.969 -3.090 -1.404
O 1.497 1.813 2.054
H 1.006 1.174 1.509
H 2.256 1.316 2.376
O 0.675 -1.771 2.447
H 0.614 -1.132 1.714
H -0.100 -2.329 2.322

***

Which structure is the most stable? The one labeled #2.

***

#1
Density functional theory data (the ωB97M-V functional and the def2-TZVPD basis) for 2 unconnected molecules or ions with the total composition C3H11NO.

Properties
* net charge: 0
* LUMO: 0.0312 Eh
* HOMO-LUMO gap: 10.633 eV

Geometry (Å):
C 2.371 1.474 -0.119
O 1.825 1.282 -1.423
H 2.474 0.524 0.397
H 1.623 1.883 0.595
H 3.166 2.213 -0.163
C -1.538 -1.362 1.715
C -1.110 -1.349 0.257
N -1.679 -0.141 -0.447
H -0.980 -2.105 2.306
H -2.534 -1.801 1.815
H -1.436 -0.409 2.221
H -1.525 -2.222 -0.246
H -0.042 -1.413 0.055
H 0.951 1.689 -1.438
H -0.884 0.281 -0.929
H -2.208 -0.548 -1.212

***

#2
Density functional theory data (the ωB97M-V functional and the def2-TZVPD basis) for 2 unconnected molecules or ions with the total composition C3H11NO.

Properties
* net charge: 0
* LUMO: 0.0330 Eh
* HOMO-LUMO gap: 9.438 eV

Geometry (Å):
C 0.914 -0.744 -1.636
C -0.167 -1.267 -0.872
N -0.630 -0.257 0.098
C -0.537 -0.374 1.509
H 0.368 0.246 -2.118
H 1.332 -1.494 -2.357
H 1.721 -0.155 -1.075
H 0.323 -2.085 -0.244
H -1.129 -1.693 -1.440
H -1.404 0.237 -0.260
H -1.345 -1.012 1.907
H 0.443 -0.580 1.952
H -0.967 0.598 1.801
H 0.815 2.826 0.273
H 0.056 2.473 1.473
O 0.205 3.281 0.989

***

Which structure is the most stable? The one labeled #1.

***

#1
Density functional theory data (the ωB97M-V functional and the def2-TZVPD basis) for 2 unconnected molecules or ions with the total composition C3H11NO.

Properties
* net charge: 0
* LUMO: 0.0282 Eh
* HOMO-LUMO gap: 9.595 eV

Geometry (Å):
C -1.563 -1.719 0.389
O -1.235 -1.479 -0.963
H -2.003 -0.836 0.901
H -0.617 -1.936 0.886
H -2.325 -2.469 0.668
C 1.048 1.858 0.856
C 0.552 1.066 -0.329
N 1.498 0.163 -0.971
H 0.253 2.106 1.551
H 1.514 2.807 0.513
H 1.904 1.376 1.337
H 0.081 1.668 -1.103
H -0.364 0.496 -0.053
H -1.420 -2.264 -1.487
H 1.676 -0.660 -0.408
H 1.000 -0.177 -1.787

***

#2
Density functional theory data (the ωB97M-V functional and the def2-TZVPD basis) for 2 unconnected molecules or ions with the total composition C3H11NO.

Properties
* net charge: 0
* LUMO: 0.0333 Eh
* HOMO-LUMO gap: 10.813 eV

Geometry (Å):
C -3.650 -1.289 1.155
C -2.097 -1.204 1.140
H -4.164 -0.822 1.975
H -3.846 -2.349 1.345
H -4.074 -1.053 0.165
H -1.700 -1.809 1.979
H -1.674 -1.508 0.186
H -1.884 -0.159 1.380
N 1.145 1.226 -1.736
C 1.935 0.351 -0.837
O 2.837 1.050 0.084
H 0.387 1.446 -1.105
H 1.679 2.053 -1.970
H 1.167 -0.131 -0.207
H 2.429 -0.469 -1.345
H 3.576 0.451 0.222

***

Which structure is the most stable? The one labeled #2.

***

#1
Density functional theory data (the ωB97M-V functional and the def2-TZVPD basis) for 4 unconnected molecules or ions with the total composition H8O4.

Properties
* net charge: 0
* LUMO: 0.0123 Eh
* HOMO-LUMO gap: 11.634 eV

Geometry (Å):
H -0.455 -0.067 0.217
H -0.060 -1.517 0.033
H -4.309 -1.491 0.386
H -4.298 -1.342 -1.018
H 5.025 -1.749 -0.060
H 3.879 -1.054 0.582
H 0.142 2.611 0.702
H 0.715 2.777 -0.672
O -0.683 -0.896 0.592
O -3.917 -0.915 -0.289
O 4.274 -1.222 -0.290
O 0.246 3.262 -0.034

***

#2
Density functional theory data (the ωB97M-V functional and the def2-TZVPD basis) for 4 unconnected molecules or ions with the total composition H8O4.

Properties
* net charge: 0
* LUMO: 0.0218 Eh
* HOMO-LUMO gap: 11.449 eV

Geometry (Å):
O -18.512 -23.333 -4.192
H -19.323 -23.719 -4.562
H -17.885 -23.943 -4.472
O -20.790 -24.251 -5.602
H -21.256 -24.841 -6.157
H -21.460 -23.647 -5.297
O -22.230 -22.493 -3.816
H -22.906 -21.840 -3.985
H -21.504 -21.899 -3.685
O -19.940 -22.276 -7.863
H -19.659 -23.152 -7.513
H -19.473 -22.258 -8.717

***

Which structure is the most stable? The one labeled #2.

***

#1
Density functional theory data (the ωB97M-V functional and the def2-TZVPD basis) for 4 unconnected molecules or ions with the total composition H8O4.

Properties
* net charge: 0
* LUMO: 0.0211 Eh
* HOMO-LUMO gap: 11.603 eV

Geometry (Å):
O 0.748 1.709 0.047
H 0.239 1.261 -0.633
H 1.322 2.282 -0.463
H 1.428 0.283 2.620
O 1.895 -0.554 2.608
H 1.651 -1.038 3.395
O -0.461 0.167 -2.566
H -1.050 -0.075 -1.844
H -1.048 0.391 -3.288
O -1.422 -1.255 -0.118
H -2.372 -1.255 -0.118
H -0.928 -1.917 0.360

***

#2
Density functional theory data (the ωB97M-V functional and the def2-TZVPD basis) for 4 unconnected molecules or ions with the total composition H8O4.

Properties
* net charge: 0
* LUMO: 0.0083 Eh
* HOMO-LUMO gap: 11.023 eV

Geometry (Å):
O -1.958 -3.267 0.216
H -1.782 -3.892 -0.495
H -1.328 -2.539 0.070
O 2.360 2.169 0.827
H 2.684 2.589 0.024
H 1.410 2.052 0.672
O -0.112 -1.087 -0.186
H 0.093 -0.222 -0.577
H 0.722 -1.395 0.190
O -0.311 1.793 -0.296
H -0.799 1.873 0.536
H -0.978 1.927 -0.982

***

Which structure is the most stable? The one labeled #2.